(1)
C6H9N | wB97M-V/def2-TZVPD

Geometry as XYZ:
```
16
Properties=species:S:1:pos:R:3:lowdin_charge:R:1
C 1.362 0.728 -1.365 -0.148
N 1.694 -0.498 -1.253 0.043
C 0.948 -1.114 -0.124 -0.143
C -0.123 -0.081 0.257 -0.448
C 0.481 1.204 -0.238 -0.122
C -1.071 -0.082 1.408 -0.085
C -1.571 -0.428 0.029 -0.087
H 1.619 1.308 -2.256 0.109
H 1.556 -1.462 0.730 0.120
H 0.509 -2.014 -0.562 0.107
H -0.202 2.024 -0.462 0.117
H 1.136 1.581 0.564 0.125
H -1.311 0.924 1.743 0.103
H -0.996 -0.837 2.188 0.104
H -1.776 -1.481 -0.149 0.100
H -2.255 0.228 -0.509 0.104
```

Energy above the lowest of the compared OMol25 structures with the same formula, charge and spin in kJ/mol: 159.3
HOMO-LUMO gap in eV: 10.69
LUMO energy in eV: 1.04
E in eV: -7856.5086
SMILES: C1=NCC2(C1)CC2

(2)
C6H9N | wB97M-V/def2-TZVPD

Geometry as XYZ:
```
16
Properties=species:S:1:pos:R:3:lowdin_charge:R:1
C 1.034 -0.305 1.585 -0.029
C 0.120 0.009 0.434 -0.416
C -1.371 -0.173 0.460 -0.047
C -0.548 -0.941 -0.538 -0.148
C -0.188 -0.053 -1.731 -0.261
N -0.494 1.207 -1.858 0.006
C 0.558 1.024 -0.660 -0.121
H 2.045 -0.561 1.237 0.083
H 0.651 -1.161 2.155 0.084
H 1.118 0.548 2.273 0.084
H -1.756 -0.747 1.302 0.110
H -2.025 0.620 0.098 0.108
H -0.488 -2.025 -0.541 0.134
H 0.189 -0.497 -2.625 0.126
H -0.192 1.958 -0.644 0.166
H 1.587 1.333 -0.812 0.120
```

Energy above the lowest of the compared OMol25 structures with the same formula, charge and spin in kJ/mol: 607.8
HOMO-LUMO gap in eV: 8.64
LUMO energy in eV: 1.03
E in eV: -7851.8606

(3)
C6H9N | wB97M-V/def2-TZVPD

Geometry as XYZ:
```
16
Properties=species:S:1:pos:R:3:lowdin_charge:R:1
C 0.912 1.622 -1.823 -0.063
C 0.329 0.601 -0.899 -0.337
C -0.399 -0.499 -1.404 -0.139
N -0.816 -1.171 -0.247 0.030
C -0.388 -0.553 0.879 -0.323
C -0.726 -1.049 2.244 -0.028
C 0.377 0.539 0.505 -0.015
H 0.799 1.311 -2.869 0.078
H 1.963 1.839 -1.617 0.075
H 0.335 2.546 -1.699 0.084
H 0.619 -0.835 -1.757 0.144
H -1.450 -1.957 -0.259 0.143
H -0.436 -2.099 2.370 0.082
H -0.197 -0.454 2.991 0.079
H -1.800 -0.968 2.439 0.083
H 0.977 1.153 1.162 0.108
```

Energy above the lowest of the compared OMol25 structures with the same formula, charge and spin in kJ/mol: 188.5
HOMO-LUMO gap in eV: 8.97
LUMO energy in eV: 1.00
E in eV: -7856.2055
SMILES: Cc1c[nH]c(C)c1

(4)
C6H9N | wB97M-V/def2-TZVPD

Geometry as XYZ:
```
16
Properties=species:S:1:pos:R:3:lowdin_charge:R:1
C -1.078 0.933 0.621 -0.053
C -0.092 -0.029 0.150 -0.156
C 0.964 -0.631 -0.132 -0.014
C 1.622 1.015 -0.631 -0.116
C -1.547 -2.288 1.244 -0.233
C 1.698 1.323 -1.917 -0.030
N -0.672 -2.082 0.370 -0.025
H 1.530 -1.450 -0.530 0.095
H 2.084 1.597 0.159 0.076
H -0.698 1.515 1.464 0.098
H -1.394 1.604 -0.179 0.094
H -1.961 0.383 0.971 0.066
H -2.023 -1.476 1.856 0.039
H -1.915 -3.303 1.497 0.045
H 1.189 0.728 -2.670 0.062
H 2.294 2.162 -2.272 0.054
```

Energy above the lowest of the compared OMol25 structures with the same formula, charge and spin in kJ/mol: 716.3
HOMO-LUMO gap (alpha / beta) in eV: 7.84 / 7.85
LUMO energy (alpha / beta) in eV: 0.78 / 0.78
E in eV: -7850.7353

(5)
C6H9N | wB97M-V/def2-TZVPD

Geometry as XYZ:
```
16
Properties=species:S:1:pos:R:3:lowdin_charge:R:1
C 1.241 1.223 0.192 -0.040
C 0.517 -0.102 -0.047 -0.487
C 1.486 -1.172 -0.315 -0.178
N 2.235 -2.031 -0.519 0.153
C -0.531 -0.477 1.048 -0.110
C -1.672 -0.305 0.016 -0.151
C -0.636 -0.026 -1.095 -0.112
H 1.825 1.510 -0.688 0.090
H 1.918 1.149 1.050 0.091
H 0.507 2.012 0.393 0.090
H -0.548 0.222 1.890 0.110
H -0.421 -1.491 1.443 0.113
H -2.279 -1.200 -0.142 0.103
H -2.345 0.532 0.224 0.104
H -0.580 -0.797 -1.867 0.113
H -0.716 0.952 -1.581 0.111
```

Energy above the lowest of the compared OMol25 structures with the same formula, charge and spin in kJ/mol: 95.3
HOMO-LUMO gap in eV: 11.89
LUMO energy in eV: 0.83
E in eV: -7857.1714
SMILES: CC1(C#N)CCC1

(6)
C6H9N | wB97M-V/def2-TZVPD

Geometry as XYZ:
```
16
Properties=species:S:1:pos:R:3:lowdin_charge:R:1
C -0.946 2.114 -1.866 0.109
C -0.379 1.630 -0.918 -0.141
C 0.303 1.029 0.240 -0.160
C -0.014 -0.465 0.326 -0.495
C 0.689 -1.305 -0.777 -0.022
C -1.336 -0.827 0.948 -0.124
N -0.079 -1.069 1.657 0.033
H -1.458 2.551 -2.697 0.023
H 1.380 1.240 0.158 0.123
H -0.060 1.489 1.164 0.120
H 1.116 -0.685 -1.586 0.078
H 0.072 -2.083 -1.253 0.079
H 1.561 -1.813 -0.332 0.077
H -1.952 -0.199 1.596 0.103
H -1.961 -1.540 0.412 0.102
H 0.257 -2.030 1.710 0.094
```

Energy above the lowest of the compared OMol25 structures with the same formula, charge and spin in kJ/mol: 321.4
HOMO-LUMO gap in eV: 10.51
LUMO energy in eV: 1.03
E in eV: -7854.8284
SMILES: C#CC[C@]1(C)CN1

(7)
C6H9N | wB97M-V/def2-TZVPD

Geometry as XYZ:
```
16
Properties=species:S:1:pos:R:3:lowdin_charge:R:1
C 2.103 -0.652 0.475 -0.100
N 0.809 -0.324 -0.074 -0.103
C -0.483 -0.968 0.215 -0.206
C -1.407 -0.721 -0.940 -0.047
C -1.510 0.591 -1.158 -0.085
C -0.838 1.434 -0.090 -0.137
C -0.138 0.383 0.749 -0.263
H 2.136 -1.230 1.413 0.079
H 2.671 -1.186 -0.295 0.077
H 2.608 0.306 0.660 0.085
H -0.564 -1.849 0.853 0.137
H -1.837 -1.506 -1.558 0.098
H -1.975 1.036 -2.027 0.096
H -0.089 2.126 -0.498 0.116
H -1.577 2.019 0.470 0.108
H 0.090 0.541 1.807 0.146
```

Energy above the lowest of the compared OMol25 structures with the same formula, charge and spin in kJ/mol: 209.1
HOMO-LUMO gap in eV: 9.94
LUMO energy in eV: 1.21
E in eV: -7855.9925
SMILES: CN1[C@@H]2C=CC[C@@H]21

(8)
C6H9N | wB97M-V/def2-TZVPD

Geometry as XYZ:
```
16
Properties=species:S:1:pos:R:3:lowdin_charge:R:1
C 0.389 1.275 -0.751 -0.297
C -0.340 0.683 0.382 0.072
C 0.502 2.118 -1.783 0.024
C -1.531 -1.219 -0.412 0.014
C -2.084 -2.174 0.563 -0.247
C 2.272 0.471 1.062 -0.026
N 1.003 0.761 0.403 -0.094
H 1.407 2.044 -2.357 0.038
H -0.300 2.454 -2.336 0.013
H -2.356 -0.576 -0.848 0.016
H -2.740 -2.862 0.150 0.044
H -2.771 -1.643 1.209 0.069
H -1.407 -2.810 1.197 0.077
H 3.096 0.589 0.210 0.131
H 2.480 1.351 1.709 0.089
H 2.380 -0.463 1.602 0.076
```

Energy above the lowest of the compared OMol25 structures with the same formula, charge and spin in kJ/mol: 890.2
HOMO-LUMO gap (alpha / beta) in eV: 7.71 / 7.70
LUMO energy (alpha / beta) in eV: -0.08 / -0.08
E in eV: -7848.9332

(9)
C6H9N | wB97M-V/def2-TZVPD

Geometry as XYZ:
```
16
Properties=species:S:1:pos:R:3:lowdin_charge:R:1
C -0.321 1.147 0.923 -0.172
C -1.042 0.190 -0.013 -0.078
C -0.148 -0.234 -1.123 -0.383
C 1.094 0.510 -1.594 -0.068
C -0.100 -1.440 -0.184 -0.092
C 0.028 -1.422 1.137 -0.184
N -0.122 -1.450 2.349 0.169
H 0.781 1.141 0.960 0.072
H -0.626 2.128 0.535 0.091
H -0.685 1.104 1.956 0.059
H -1.044 -1.001 2.461 0.098
H -0.712 -0.590 -1.990 0.124
H 1.588 -0.041 -2.400 0.077
H 0.780 1.480 -1.999 0.084
H 1.826 0.698 -0.806 0.067
H -0.686 -2.306 -0.482 0.137
```

Energy above the lowest of the compared OMol25 structures with the same formula, charge and spin in kJ/mol: 519.6
HOMO-LUMO gap in eV: 8.63
LUMO energy in eV: 0.75
E in eV: -7852.7748

(10)
C6H9N | wB97M-V/def2-TZVPD

Geometry as XYZ:
```
16
Properties=species:S:1:pos:R:3:lowdin_charge:R:1
C -1.449 0.944 -0.722 -0.103
C -0.004 1.192 -0.421 -0.210
C 0.719 0.424 0.718 -0.241
C 1.395 -0.696 -0.103 -0.104
C -0.076 -1.024 -0.448 -0.232
C -0.328 -0.621 1.113 -0.090
N -0.426 0.110 -1.321 -0.040
H -1.978 1.590 -1.420 0.105
H -2.080 0.456 0.011 0.093
H 0.487 2.055 -0.870 0.132
H 1.273 1.048 1.419 0.131
H 2.092 -0.396 -0.892 0.114
H 1.823 -1.488 0.520 0.108
H -0.309 -1.965 -0.953 0.132
H -1.180 -0.176 1.653 0.101
H 0.043 -1.453 1.717 0.102
```

Energy above the lowest of the compared OMol25 structures with the same formula, charge and spin in kJ/mol: 292.0
HOMO-LUMO gap in eV: 10.23
LUMO energy in eV: 1.15
E in eV: -7855.1335